DFT (ωB97M-V/def2-TZVPD) results for 2 unconnected molecules or ions with the total composition C3H11NO2 at a distorted geometry.

As for the energy above the lowest of the compared OMol25 structures with the same formula, charge and spin: 78.36 kJ/mol. The value obtained for the highest occupied orbital energy is -8.92 eV. The net charge is 0. For the LUMO energy, the calculation gives 0.837 eV. The HOMO-LUMO gap is 9.7603 eV. The calculation puts the total energy at -8873.677 eV. The SMILES is NCCCO.O. For the molecular weight, the calculation gives 93.1 g mol⁻¹. Its spin multiplicity is 1.

Cartesian coordinates (Å):
N 1.450644 -1.446196 -1.137338
C 0.284670 -0.596927 -0.947100
C -0.659564 -1.010836 0.189541
C -1.144422 0.140674 1.034345
O -1.725949 1.228485 0.326667
H 1.495331 -2.020004 -1.951789
H 2.030823 -1.590677 -0.337530
H 0.634791 0.437834 -0.810268
H -0.258428 -0.591814 -1.890981
H -0.119855 -1.673710 0.839367
H -1.497680 -1.585357 -0.157738
H -0.414391 0.550505 1.719680
H -1.887084 -0.200920 1.768110
H -2.266530 0.906769 -0.404134
O 1.348486 2.781310 0.763805
H 2.109367 2.511495 0.255955
H 0.619792 2.159365 0.739407

Force components x, y, z for each atom (eV/Å):
N -0.7 0.8 0.0
C 0.5 0.0 -0.4
C 0.6 0.7 0.1
C -1.3 -0.1 0.8
O 0.4 0.2 -0.3
H 0.2 -0.3 0.2
H 0.2 -0.4 -0.1
H -0.3 -0.1 0.2
H 0.0 0.1 -0.1
H 0.3 -0.4 0.5
H -0.5 -0.3 -0.4
H 0.8 0.3 -0.4
H -0.1 -0.4 -0.2
H 0.1 -0.1 0.2
O -0.1 0.9 0.7
H -0.2 -0.6 -0.3
H 0.2 -0.3 -0.5

These are the Mulliken partial charges, in e, on atoms 1 to 2:
1 N -0.498
2 C -0.067